Molecular formula: C30H55AsHgN5O5SSi3
Method: DFT, the ωB97M-V functional and the def2-TZVPD basis

CARTESIAN COORDINATES (ANGSTROEM)
Hg (-0.064, -1.346, 0.159)
O (1.303, -0.433, 2.683)
C (1.939, 0.787, 2.457)
C (1.678, 1.586, 1.173)
C (2.630, 2.560, 0.894)
C (2.613, 3.148, -0.389)
C (1.569, 2.791, -1.248)
C (0.623, 1.922, -0.825)
N (0.734, 1.226, 0.343)
H (1.693, -1.113, 2.040)
H (2.992, 0.674, 2.543)
H (1.696, 1.502, 3.261)
H (3.461, 2.709, 1.561)
H (3.425, 3.788, -0.701)
H (1.516, 3.183, -2.247)
H (-0.184, 1.628, -1.506)
C (6.961, -1.148, 1.282)
O (6.750, -1.738, 0.036)
C (5.481, -1.762, -0.474)
C (5.365, -2.169, -1.800)
C (4.049, -2.377, -2.290)
C (2.836, -2.158, -1.601)
C (1.553, -2.103, -2.289)
C (1.464, -2.771, -3.634)
O (0.480, -1.368, -1.995)
C (2.961, -1.894, -0.202)
O (1.974, -1.914, 0.685)
C (4.278, -1.625, 0.293)
H (7.997, -1.292, 1.575)
H (6.393, -1.701, 2.005)
H (6.658, -0.130, 1.270)
H (6.267, -2.471, -2.341)
H (4.125, -2.841, -3.251)
H (2.450, -2.990, -3.983)
H (0.924, -2.052, -4.266)
H (0.924, -3.714, -3.631)
H (4.380, -1.513, 1.383)
N (4.328, 1.437, -4.873)
C (2.987, 1.222, -4.526)
N (2.674, 0.241, -3.668)
N (2.135, 2.119, -5.020)
C (0.887, 1.849, -4.541)
N (-0.205, 1.644, -4.143)
H (5.109, 1.274, -4.226)
H (4.461, 2.171, -5.566)
H (3.282, -0.473, -3.300)
H (1.747, 0.171, -3.222)
C (-2.059, 1.543, 2.218)
Si (-2.577, -0.138, 2.790)
C (-1.633, -0.711, 4.294)
C (-4.388, -0.197, 3.067)
As (-2.254, -1.733, 1.081)
Si (-3.777, -1.509, -0.666)
C (-4.149, 0.314, -0.793)
C (-5.271, -2.554, -0.195)
C (-2.975, -1.898, -2.308)
Si (-2.241, -4.010, 1.604)
C (-0.608, -4.545, 2.368)
C (-3.718, -4.341, 2.725)
C (-2.350, -4.825, -0.123)
H (-2.297, 2.389, 2.892)
H (-2.530, 1.740, 1.279)
H (-0.971, 1.541, 2.025)
H (-1.563, 0.118, 4.999)
H (-0.613, -0.995, 3.987)
H (-2.091, -1.523, 4.845)
H (-4.597, 0.635, 3.750)
H (-4.663, -1.169, 3.561)
H (-4.949, -0.094, 2.136)
H (-4.663, 0.712, 0.115)
H (-4.800, 0.551, -1.623)
H (-3.230, 0.874, -0.952)
H (-5.926, -2.122, 0.611)
H (-4.924, -3.454, 0.300)
H (-5.896, -2.831, -1.099)
H (-2.000, -1.400, -2.464)
H (-3.667, -1.486, -3.053)
H (-2.816, -2.951, -2.576)
H (-0.434, -4.112, 3.363)
H (0.269, -4.356, 1.791)
H (-0.766, -5.615, 2.561)
H (-3.613, -3.732, 3.632)
H (-3.638, -5.440, 2.883)
H (-4.578, -4.093, 2.167)
H (-1.537, -4.405, -0.681)
H (-3.291, -4.619, -0.624)
H (-2.248, -5.878, -0.016)
O (-1.069, 4.774, 2.683)
S (-0.736, 4.427, 1.253)
C (0.013, 5.881, 0.461)
C (-1.053, 6.935, 0.297)
C (-2.375, 6.259, 0.027)
C (-2.270, 4.762, 0.327)
H (0.411, 5.497, -0.471)
H (0.932, 6.226, 0.952)
H (-0.763, 7.772, -0.432)
H (-1.220, 7.515, 1.277)
H (-2.626, 6.392, -1.003)
H (-3.162, 6.664, 0.601)
H (-2.264, 4.283, -0.653)
H (-3.085, 4.393, 0.923)

Cartesian forces (eV/Å) of the 2 atoms listed first:
0.59 0.31 -0.76
-0.22 -0.28 -0.60

## Properties
E_HOMO (alpha / beta)   -4.62 / -7.37 eV
Multiplicity   2
Gap between HOMO and LUMO (alpha / beta)   0.1830 / 0.2839 hartree
Total charge   0
ΔE to the lowest compared entry with this formula, charge and spin   9.9 kcal/mol

---

Molecular formula: C4H8O3
Method: DFT, the ωB97M-V functional and the def2-TZVPD basis

CARTESIAN COORDINATES (ANGSTROEM)
C (-1.833, 0.824, -1.009)
C (-0.785, 0.123, -0.149)
O (-1.318, -0.981, 0.533)
C (0.383, -0.323, -1.005)
O (0.738, -1.485, -1.023)
H (-1.426, 1.743, -1.445)
H (-2.690, 1.086, -0.384)
H (-2.181, 0.169, -1.815)
H (-0.387, 0.848, 0.576)
H (-0.833, -1.754, 0.197)
H (0.873, 0.440, -1.633)
C (2.350, -0.173, 1.397)
O (2.039, 0.812, 0.770)
H (2.260, -1.187, 0.965)
H (2.727, -0.099, 2.432)

Cartesian forces (eV/Å) of the 2 atoms listed first:
-0.07 0.02 -0.05
0.07 0.22 -0.13

## Properties
E_HOMO   -10.26 eV
Multiplicity   1
Gap between HOMO and LUMO   0.3973 hartree
Structure (SMILES)   C[C@@H](O)C=O.C=O
Total charge   0
ΔE to the lowest compared entry with this formula, charge and spin   48.8 kcal/mol

---

Molecular formula: C5H11O2
Method: DFT, the ωB97M-V functional and the def2-TZVPD basis

CARTESIAN COORDINATES (ANGSTROEM)
C (0.120, 2.593, 0.194)
C (-0.908, 1.796, -0.875)
C (1.448, 2.591, -0.417)
H (-0.358, 3.511, 0.275)
H (0.163, 2.122, 1.207)
H (-1.771, 2.456, -1.220)
H (-1.301, 0.955, -0.337)
H (1.990, 1.711, -0.851)
H (1.541, 3.345, -1.245)
H (-0.548, 1.447, -1.782)
H (2.199, 2.834, 0.323)
C (0.145, -2.228, -0.944)
C (-0.255, -1.839, 0.505)
O (0.697, -1.602, 1.279)
O (-1.440, -2.000, 0.796)
H (-0.574, -3.086, -1.207)
H (1.199, -2.534, -0.905)
H (0.101, -1.429, -1.625)

Cartesian forces (eV/Å) of the 2 atoms listed first:
-2.06 -4.07 -1.73
-1.20 2.26 2.93

## Properties
E_HOMO   -3.73 eV
Multiplicity   1
Gap between HOMO and LUMO   0.2755 hartree
Total charge   -1
ΔE to the lowest compared entry with this formula, charge and spin   31.6 kcal/mol

---

Molecular formula: C23H15BrN2O3S
Method: DFT, the ωB97M-V functional and the def2-TZVPD basis

CARTESIAN COORDINATES (ANGSTROEM)
N (5.165, 1.900, -0.623)
C (4.028, 2.129, -0.756)
C (2.600, 1.845, -0.695)
C (2.080, 0.540, -0.665)
N (2.946, -0.460, -0.404)
C (3.118, -1.005, 0.844)
C (4.504, -0.728, 1.418)
C (5.531, -1.507, 0.655)
O (5.514, -2.740, 0.770)
O (6.367, -0.742, -0.103)
C (0.612, 0.349, -0.827)
C (0.103, -0.987, -0.746)
C (-1.306, -1.210, -0.968)
C (-2.117, -0.056, -1.273)
S (-3.857, -0.439, -1.406)
C (-4.154, -1.165, 0.074)
C (-3.703, -0.688, 1.342)
C (-3.986, -1.381, 2.562)
C (-4.775, -2.587, 2.587)
Br (-4.971, -3.654, 4.222)
C (-5.180, -3.098, 1.325)
C (-5.092, -2.302, 0.105)
C (-1.641, 1.266, -1.373)
C (-2.495, 2.238, -1.801)
C (-1.942, 3.534, -1.908)
C (-0.560, 3.765, -1.544)
C (0.329, 2.694, -1.168)
C (-0.271, 1.433, -1.161)
C (1.725, 2.929, -0.926)
O (2.099, 4.042, -0.594)
H (3.843, -0.195, -0.809)
H (2.403, -0.541, 1.495)
H (2.816, -2.069, 0.706)
H (4.643, 0.354, 1.457)
H (4.533, -1.025, 2.527)
H (6.045, 0.161, -0.036)
H (0.613, -1.916, -0.493)
H (-1.686, -2.213, -0.794)
H (-3.101, 0.203, 1.282)
H (-3.693, -0.929, 3.530)
H (-5.524, -4.092, 1.263)
H (-5.384, -2.691, -0.881)
H (-3.502, 1.966, -2.048)
H (-2.538, 4.369, -2.329)
H (-0.138, 4.704, -1.834)

Cartesian forces (eV/Å) of the 2 atoms listed first:
-1.49 0.86 -0.50
0.69 -1.91 1.33

## Properties
E_HOMO   -8.46 eV
Multiplicity   1
Gap between HOMO and LUMO   0.2414 hartree
Structure (SMILES)   N#CC1=C(NCCC(=O)O)c2ccc(Sc3ccc(Br)cc3)c3cccc(c23)C1=O
Total charge   0

---

Molecular formula: C20H31IN5RhSSi2
Method: DFT, the ωB97M-V functional and the def2-TZVPD basis

CARTESIAN COORDINATES (ANGSTROEM)
Rh (0.854, 1.937, 1.186)
N (-2.194, -0.111, 3.442)
C (-1.111, 0.346, 2.790)
S (-1.184, 2.012, 2.235)
N (-0.101, -0.495, 2.671)
N (0.939, 0.069, 2.019)
C (2.054, -0.551, 1.892)
C (3.145, 0.191, 1.244)
C (4.415, -0.344, 1.100)
C (5.417, 0.438, 0.550)
C (5.129, 1.738, 0.167)
C (3.835, 2.203, 0.328)
N (2.868, 1.454, 0.844)
H (-3.047, 0.417, 3.421)
H (-2.212, -1.074, 3.732)
H (2.198, -1.551, 2.285)
H (4.605, -1.358, 1.422)
H (6.415, 0.039, 0.429)
H (5.883, 2.385, -0.256)
H (3.554, 3.207, 0.038)
C (-3.365, -0.372, -2.342)
Si (-2.580, 0.442, -0.829)
C (-2.284, 2.222, -1.336)
C (-3.932, 0.467, 0.485)
C (-1.052, -0.603, -0.500)
C (0.195, -0.131, -0.786)
C (1.300, -0.950, -1.278)
C (2.200, -0.409, -2.126)
C (2.148, 0.991, -2.421)
C (1.369, 1.763, -1.626)
N (0.509, 1.254, -0.695)
Si (-1.289, -2.456, -0.330)
C (-2.936, -2.877, 0.474)
C (-1.216, -3.324, -1.997)
C (-0.041, -3.263, 0.832)
H (-4.213, 0.230, -2.681)
H (-3.737, -1.379, -2.148)
H (-2.647, -0.434, -3.163)
H (-3.245, 2.660, -1.625)
H (-1.607, 2.291, -2.188)
H (-1.865, 2.811, -0.521)
H (-4.874, 0.699, -0.022)
H (-3.753, 1.249, 1.221)
H (-4.064, -0.483, 1.003)
H (1.321, -2.007, -1.065)
H (2.956, -1.032, -2.590)
H (2.763, 1.435, -3.191)
H (1.408, 2.844, -1.691)
H (-3.810, -2.556, -0.093)
H (-3.000, -2.434, 1.471)
H (-2.997, -3.962, 0.591)
H (-2.010, -2.972, -2.659)
H (-1.334, -4.404, -1.874)
H (-0.266, -3.143, -2.501)
H (-0.308, -3.035, 1.865)
H (0.995, -2.952, 0.691)
H (-0.081, -4.348, 0.697)
I (1.797, 4.717, 2.382)
C (0.819, 3.894, 0.636)
H (1.421, 4.232, -0.205)
H (-0.154, 4.376, 0.598)

Cartesian forces (eV/Å) of the 2 atoms listed first:
0.26 0.62 0.02
0.00 0.01 0.01

## Properties
E_HOMO (alpha / beta)   -6.81 / -6.81 eV
Multiplicity   1
Gap between HOMO and LUMO (alpha / beta)   0.2121 / 0.2121 hartree
Total charge   0
ΔE to the lowest compared entry with this formula, charge and spin   0.0 kcal/mol

---

Molecular formula: C5H10O
Method: DFT, the ωB97M-V functional and the def2-TZVPD basis

CARTESIAN COORDINATES (ANGSTROEM)
C (-1.747, -1.368, -1.504)
C (-1.160, -0.177, -1.116)
C (0.251, -0.132, -0.769)
C (0.695, 1.011, 0.155)
C (1.044, 0.472, 1.526)
O (-0.209, 0.206, 2.205)
H (-2.019, -1.696, -2.590)
H (-1.329, -2.245, -1.110)
H (-1.682, 0.776, -1.145)
H (0.672, -1.160, -0.375)
H (0.833, -0.112, -1.704)
H (-0.029, 1.801, 0.069)
H (1.585, 1.521, -0.089)
H (1.712, -0.481, 1.390)
H (1.672, 1.309, 1.923)
H (-0.289, 0.275, 3.133)

Cartesian forces (eV/Å) of the 2 atoms listed first:
0.97 1.01 -2.37
-1.84 -1.91 -1.04

## Properties
E_HOMO   -8.27 eV
Multiplicity   1
Gap between HOMO and LUMO   0.3358 hartree
Structure (SMILES)   C=CCCCO
Total charge   0
ΔE to the lowest compared entry with this formula, charge and spin   83.9 kcal/mol

---

Copy entry 4 word for word.
Molecular formula: C23H15BrN2O3S
Method: DFT, the ωB97M-V functional and the def2-TZVPD basis

CARTESIAN COORDINATES (ANGSTROEM)
N (5.165, 1.900, -0.623)
C (4.028, 2.129, -0.756)
C (2.600, 1.845, -0.695)
C (2.080, 0.540, -0.665)
N (2.946, -0.460, -0.404)
C (3.118, -1.005, 0.844)
C (4.504, -0.728, 1.418)
C (5.531, -1.507, 0.655)
O (5.514, -2.740, 0.770)
O (6.367, -0.742, -0.103)
C (0.612, 0.349, -0.827)
C (0.103, -0.987, -0.746)
C (-1.306, -1.210, -0.968)
C (-2.117, -0.056, -1.273)
S (-3.857, -0.439, -1.406)
C (-4.154, -1.165, 0.074)
C (-3.703, -0.688, 1.342)
C (-3.986, -1.381, 2.562)
C (-4.775, -2.587, 2.587)
Br (-4.971, -3.654, 4.222)
C (-5.180, -3.098, 1.325)
C (-5.092, -2.302, 0.105)
C (-1.641, 1.266, -1.373)
C (-2.495, 2.238, -1.801)
C (-1.942, 3.534, -1.908)
C (-0.560, 3.765, -1.544)
C (0.329, 2.694, -1.168)
C (-0.271, 1.433, -1.161)
C (1.725, 2.929, -0.926)
O (2.099, 4.042, -0.594)
H (3.843, -0.195, -0.809)
H (2.403, -0.541, 1.495)
H (2.816, -2.069, 0.706)
H (4.643, 0.354, 1.457)
H (4.533, -1.025, 2.527)
H (6.045, 0.161, -0.036)
H (0.613, -1.916, -0.493)
H (-1.686, -2.213, -0.794)
H (-3.101, 0.203, 1.282)
H (-3.693, -0.929, 3.530)
H (-5.524, -4.092, 1.263)
H (-5.384, -2.691, -0.881)
H (-3.502, 1.966, -2.048)
H (-2.538, 4.369, -2.329)
H (-0.138, 4.704, -1.834)

Cartesian forces (eV/Å) of the 2 atoms listed first:
-1.49 0.86 -0.50
0.69 -1.91 1.33

## Properties
E_HOMO   -8.46 eV
Multiplicity   1
Gap between HOMO and LUMO   0.2414 hartree
Structure (SMILES)   N#CC1=C(NCCC(=O)O)c2ccc(Sc3ccc(Br)cc3)c3cccc(c23)C1=O
Total charge   0